P:
The following is a DFT calculation (the ωB97M-V functional and the def2-TZVPD basis) of one molecule with the formula C6H12NO4P.

Results
HOMO-LUMO gap   10.42 eV
LUMO   0.67 eV
HOMO   -0.358 Ha
Spin multiplicity   1

Each line ends with the Mulliken charge.
Geometry (Å):
1 C 2.7505 -1.6717 -0.0576  -1.49
2 C 1.5969 -0.6529 0.1298  0.14
3 C 1.2237 -0.0014 -1.2066  -0.65
4 N -0.1026 0.6673 -1.2367  -0.25
5 C -0.5088 1.2336 0.0141  0.09
6 O -1.3959 2.3718 -0.1224  -0.50
7 C -1.8326 2.4895 1.1942  0.63
8 O -1.7296 3.3778 1.8943  -0.40
9 O -2.3723 1.2546 1.4935  -0.34
10 C -1.5023 0.3199 0.8246  0.02
11 P -2.3914 -1.0538 -0.0507  0.32
12 O -1.9652 -2.3805 0.4608  -0.64
13 H 3.6778 -1.1955 -0.3903  0.36
14 H 2.4328 -2.4051 -0.8109  0.36
15 H 2.8732 -2.2146 0.8852  0.39
16 H 0.7555 -1.2164 0.5526  0.10
17 H 1.9272 0.1042 0.8547  0.31
18 H 1.9940 0.6964 -1.5746  0.28
19 H 1.1874 -0.8124 -1.9511  0.34
20 H -0.1126 1.4068 -1.9333  0.24
21 H 0.2697 1.6484 0.6791  0.22
22 H -0.8995 -0.1558 1.6123  0.30
23 H -3.7761 -0.8446 0.1685  0.09
24 H -2.0998 -0.9655 -1.4297  0.07

---

Q:
The following is a DFT calculation (the ωB97M-V functional and the def2-TZVPD basis) of a 2-piece molecular cluster, C6H12NO4P overall.

Results
HOMO-LUMO gap (spin up / spin down)   8.02 / 7.01 eV
LUMO (spin up / spin down)   -0.47 / -0.79 eV
HOMO (spin up / spin down)   -0.312 / -0.287 Ha
Spin multiplicity   1

Each line ends with the Mulliken charge.
Geometry (Å):
1 C 1.2212 -1.2251 0.3106  -0.95
2 C -1.2355 -1.1972 0.1434  -0.82
3 C 0.0900 -0.7464 -0.6193  0.35
4 C 0.4613 -1.4837 1.6682  -0.01
5 C 1.1247 1.6191 -1.2592  -1.26
6 C 0.2144 0.8294 -0.4340  0.20
7 N -1.6567 1.7772 -1.6624  0.65
8 O -1.5286 1.7710 -2.8583  -0.58
9 O -2.5723 2.0172 -0.9417  -0.50
10 O -0.8652 -0.9757 1.4991  -0.52
11 O 0.4198 -2.8861 1.7449  -0.55
12 P -0.6609 1.5598 0.9754  -0.01
13 H 1.5206 -2.1613 -0.1644  0.37
14 H 1.9982 -0.5495 0.5729  0.36
15 H -2.1920 -0.6529 -0.1752  0.41
16 H -1.3417 -2.1952 -0.2170  0.40
17 H 0.0823 -0.9261 -1.7723  0.48
18 H 1.0881 -1.1492 2.4544  0.49
19 H 1.8921 0.9677 -1.6158  0.39
20 H 0.7116 2.3266 -2.1015  0.27
21 H 1.5147 2.4186 -0.6570  0.45
22 H -0.4006 -2.9443 2.2853  0.33
23 H -0.0677 2.8506 0.7291  0.04
24 H 0.1820 0.9555 2.0948  0.01

---

Energy ordering: P at the bottom, the next structure 6.248 eV above.

---

P:
The following is a DFT calculation (the ωB97M-V functional and the def2-TZVPD basis) of one molecule with the formula C10H21N5O4.

Results
HOMO-LUMO gap   10.01 eV
LUMO   0.47 eV
HOMO   -0.351 Ha
Spin multiplicity   1

Each line ends with the Mulliken charge.
Geometry (Å):
1 H -4.4824 -0.3175 -0.1402  0.35
2 N -3.7539 -0.3695 -0.9618  -0.80
3 C -2.9636 -1.3670 -0.6258  0.33
4 N -2.4843 -2.0431 -1.7505  -0.49
5 N -2.8272 -1.8843 0.6463  -0.33
6 C -1.9804 -1.1786 1.5824  -0.08
7 C -2.3648 0.2881 1.8683  -0.75
8 C -1.2709 1.3107 1.3863  -1.08
9 C -0.8655 1.2506 -0.0854  1.11
10 N 0.5787 1.3727 -0.3924  -0.26
11 C 1.4466 0.3928 -0.0485  0.07
12 O 0.9965 -0.6335 0.4139  -0.65
13 C 2.9507 0.6207 -0.0781  0.21
14 N 3.4574 1.1943 1.1510  -0.68
15 C 3.6682 -0.6467 -0.3432  0.18
16 C 3.3331 -1.4009 -1.6009  -1.37
17 O 5.1280 -0.4354 -0.4070  -0.58
18 C -1.5442 2.3444 -0.9053  0.30
19 O -0.9519 3.3823 -1.1487  -0.63
20 O -2.7878 2.0271 -1.3681  -0.56
21 H -2.8977 -1.7124 -2.5972  0.27
22 H -1.5564 -2.2919 -1.8450  0.21
23 H -2.4663 -2.8064 0.5787  0.33
24 H -0.8890 -1.2415 1.2464  0.06
25 H -1.8934 -1.7399 2.5345  0.43
26 H -2.6054 0.5279 2.9142  0.41
27 H -3.3278 0.2844 1.3459  0.33
28 H -1.6058 2.3131 1.8198  0.28
29 H -0.4493 0.9543 1.8971  0.52
30 H -1.0767 0.2696 -0.4795  -0.38
31 H 0.8183 2.3384 -0.7707  0.34
32 H 3.1741 1.2229 -1.0239  0.36
33 H 3.1300 0.6110 1.9171  0.25
34 H 3.2562 2.1582 1.3374  0.25
35 H 3.3911 -1.3011 0.5350  0.19
36 H 2.2524 -1.3842 -1.8202  0.28
37 H 3.6438 -2.4164 -1.5184  0.34
38 H 3.7658 -0.8637 -2.4963  0.35
39 H 5.1746 0.0655 0.4519  0.39
40 H -3.1208 1.1051 -1.2193  0.52

---

Q:
The following is a DFT calculation (the ωB97M-V functional and the def2-TZVPD basis) of one molecule with the formula C10H21N5O4.

Results
HOMO-LUMO gap   9.56 eV
LUMO   0.52 eV
HOMO   -0.332 Ha
Spin multiplicity   1

Each line ends with the Mulliken charge.
Geometry (Å):
1 H 0.3596 2.7283 -3.0118  0.14
2 N 0.2301 1.9786 -2.4055  -0.78
3 C 0.8599 0.8920 -2.7373  0.54
4 N 2.0220 1.0289 -3.4310  -0.48
5 N 0.5509 -0.4188 -2.3590  -0.18
6 C -0.7632 -0.6016 -1.8168  -0.38
7 C -1.1400 -2.0746 -1.4850  -0.56
8 C -2.3672 -1.7924 -0.6421  -0.94
9 C -2.2448 -1.2827 0.8432  0.54
10 N -2.9676 0.0491 0.9488  -0.80
11 C -0.8968 -1.0205 1.4090  0.18
12 O -0.0253 -1.8515 1.6541  -0.72
13 N -0.5541 0.2353 1.7278  -0.07
14 C 0.6966 0.4571 2.3166  0.27
15 C 0.7088 1.2297 3.5306  -0.01
16 O 0.0965 2.1665 3.9126  -0.57
17 O 1.8054 0.8650 4.2743  -0.52
18 C 1.7087 1.0163 1.1801  -0.15
19 C 2.2252 -0.0441 0.2645  -1.45
20 O 1.0351 2.0574 0.5247  -0.75
21 H 2.6270 0.2413 -3.7450  0.18
22 H 2.2659 1.9932 -3.8632  0.23
23 H 0.8579 -1.0314 -2.9955  0.21
24 H -1.5176 -0.1027 -2.3952  0.53
25 H -0.6549 0.0383 -0.7529  0.03
26 H -1.3465 -2.6030 -2.5061  0.35
27 H -0.3331 -2.6199 -0.9858  0.33
28 H -3.0220 -2.7307 -0.5211  0.25
29 H -2.9086 -0.9214 -1.3149  0.32
30 H -2.5356 -2.1062 1.4824  0.50
31 H -3.1887 0.1868 1.9143  0.23
32 H -3.8574 -0.0838 0.5642  0.22
33 H -1.1535 1.0158 1.4748  0.38
34 H 1.3022 -0.4928 2.6018  0.31
35 H 1.5504 1.3459 5.1994  0.38
36 H 2.5646 1.4534 1.5313  0.77
37 H 1.4226 -0.6849 -0.0924  0.30
38 H 2.8863 -0.7234 0.8212  0.40
39 H 2.7024 0.3178 -0.6371  0.37
40 H 0.9989 1.8902 -0.4778  0.37

---

Energy ordering: P at the bottom, the next structure 1.702 eV above.

---

P:
The following is a DFT calculation (the ωB97M-V functional and the def2-TZVPD basis) of a 9-piece molecular cluster, C12H42N6O9 overall.

Results
HOMO-LUMO gap   9.66 eV
LUMO   0.29 eV
HOMO   -0.344 Ha
Spin multiplicity   1

Each line ends with the Mulliken charge.
Geometry (Å):
1 N -0.4576 -1.6749 3.3199  -0.18
2 C -0.5922 -0.4194 3.7125  0.52
3 N -1.8828 -0.0139 4.2301  -0.37
4 O 0.2164 0.4213 3.4311  -0.81
5 H 0.4724 -1.9024 3.0413  0.07
6 H -1.0583 -2.3462 3.7327  0.22
7 H -1.9160 0.8603 4.8377  0.24
8 H -2.4556 -0.7650 4.6489  0.21
9 N 1.4601 0.1045 1.0111  0.25
10 C 2.0717 -0.9421 0.4213  0.30
11 N 2.4786 -0.7334 -0.8584  -0.18
12 O 2.2273 -2.0550 0.9458  -0.96
13 H 1.1651 0.0221 2.0058  -0.07
14 H 1.4640 1.0013 0.6226  0.21
15 H 2.5352 0.2151 -1.2470  0.27
16 H 3.0307 -1.4928 -1.1801  0.24
17 N -3.2613 2.1824 1.6398  -0.48
18 C -2.4064 1.5749 0.7464  0.47
19 N -2.2383 0.2627 0.8411  0.14
20 O -1.7856 2.1939 -0.1019  -0.68
21 H -3.2190 3.1691 1.7915  0.26
22 H -3.5807 1.6375 2.4706  0.20
23 H -2.4963 -0.3381 1.5868  0.27
24 H -1.4307 -0.1489 0.3490  -0.28
25 C 2.8965 3.9347 -0.6010  -1.46
26 C 2.3636 3.0011 -1.6607  0.83
27 C 3.5798 2.5490 -2.6018  -1.60
28 O 1.6420 1.8112 -1.2523  -0.36
29 H 3.5142 3.2511 0.0645  0.29
30 H 2.0357 4.2724 0.0068  0.34
31 H 3.5298 4.7245 -0.9908  0.42
32 H 1.7058 3.6338 -2.3168  0.24
33 H 3.1929 1.8933 -3.3283  0.37
34 H 4.3108 2.0195 -2.0215  0.37
35 H 4.0334 3.3822 -3.0640  0.47
36 H 0.7328 1.8329 -1.6772  0.26
37 C -2.3267 -3.0103 0.0722  -1.24
38 C -1.0801 -3.0456 -0.8181  0.68
39 C -1.4310 -3.3169 -2.2546  -1.49
40 O -0.4263 -1.7663 -0.6413  -0.17
41 H -2.8622 -3.9482 0.0762  0.48
42 H -2.9340 -2.2582 -0.4020  0.34
43 H -2.0743 -2.7816 1.0892  0.04
44 H -0.3906 -3.8822 -0.5347  0.18
45 H -1.9547 -2.5025 -2.7059  0.18
46 H -2.0969 -4.1705 -2.2026  0.47
47 H -0.6032 -3.5565 -2.8610  0.42
48 H 0.3055 -1.6092 -1.2998  0.21
49 C -2.8299 0.5635 -3.1287  -1.43
50 C -1.2845 0.5883 -3.3061  1.74
51 C -0.8192 0.6749 -4.7700  -1.43
52 O -0.7599 1.6884 -2.5853  -0.73
53 H -3.1603 -0.3587 -3.6889  0.39
54 H -3.2102 1.4460 -3.6509  0.44
55 H -3.1172 0.4631 -2.0626  0.26
56 H -0.9903 -0.2868 -2.7538  -0.71
57 H -1.1478 -0.1860 -5.3473  0.36
58 H 0.2277 0.8823 -4.7697  0.37
59 H -1.2063 1.6199 -5.2088  0.32
60 H -1.3687 1.8729 -1.7881  0.28
61 O 1.8635 -3.4822 3.2074  -0.70
62 H 2.0506 -3.2157 2.3088  0.49
63 H 2.6910 -3.3527 3.6692  0.30
64 O 4.9770 -1.6408 0.9330  -0.68
65 H 5.4194 -2.3861 1.2832  0.27
66 H 4.0179 -1.8150 0.9731  0.38
67 O -2.0262 1.6073 6.7323  -0.66
68 H -2.1157 2.5115 6.6496  0.31
69 H -1.2143 1.5349 7.2307  0.33

---

Q:
The following is a DFT calculation (the ωB97M-V functional and the def2-TZVPD basis) of a 9-piece molecular cluster, C12H42N6O9 overall.

Results
HOMO-LUMO gap   9.20 eV
LUMO   0.13 eV
HOMO   -0.333 Ha
Spin multiplicity   1

Each line ends with the Mulliken charge.
Geometry (Å):
1 N -0.2886 -2.5668 -0.0360  0.25
2 C -0.5466 -2.8838 -1.2550  0.59
3 N -1.8446 -2.9298 -1.4280  -0.27
4 O 0.3774 -3.1968 -2.2570  -0.76
5 H 0.7164 -2.4848 0.3410  -0.36
6 H -0.9156 -2.2968 0.6790  0.37
7 H -2.2036 -3.2508 -2.3760  0.29
8 H -2.5986 -2.7708 -0.7630  0.20
9 N 2.9894 2.9212 1.0970  -0.15
10 C 1.7934 3.0562 0.5450  0.12
11 N 1.8634 2.8322 -0.7450  -0.35
12 O 0.5954 3.3582 1.2380  -0.62
13 H 3.0904 3.0382 2.1190  0.32
14 H 3.8364 2.4792 0.7720  0.20
15 H 0.8934 2.7392 -1.1990  0.28
16 H 2.7194 2.8332 -1.3710  0.24
17 N 2.1654 -2.4868 0.9450  -0.18
18 C 1.9714 -3.0068 2.1270  0.43
19 N 1.3584 -2.1558 2.9160  -0.16
20 O 2.3534 -4.3178 2.4520  -0.75
21 H 2.7784 -2.9958 0.2470  0.28
22 H 2.1694 -1.4848 0.6750  0.31
23 H 1.1574 -2.4898 3.8680  0.33
24 H 1.2774 -1.1608 2.7850  0.45
25 C 0.1634 0.3562 4.9070  -1.37
26 C 0.2174 1.1582 3.6750  0.04
27 O 1.0234 0.4572 2.7360  -0.54
28 H -0.3276 0.8842 5.7250  0.43
29 H 1.0764 0.2182 5.3850  0.42
30 H -0.3096 -0.6258 4.7760  0.20
31 H 0.6224 2.1702 3.8350  0.34
32 H -0.8186 1.3562 3.2910  0.17
33 H 1.3434 1.0552 2.0830  -0.01
34 C -0.9936 -0.4458 -4.4330  -0.53
35 C -2.5226 -0.2338 -4.2330  -0.05
36 O -3.2356 -1.0238 -5.1620  -0.55
37 H -0.5336 -0.2458 -5.4130  0.37
38 H -0.9026 -1.5048 -4.2140  0.23
39 H -0.4106 0.0542 -3.6210  -0.15
40 H -2.7486 0.8012 -4.4050  0.23
41 H -2.7866 -0.5168 -3.2450  0.09
42 H -4.0566 -1.2488 -4.7400  0.31
43 C -0.5476 4.6172 -2.4570  -1.22
44 C -1.3056 3.3452 -2.1760  0.07
45 O -0.3236 2.3092 -2.0850  -0.43
46 H 0.0954 4.7072 -1.5610  0.30
47 H -1.0756 5.5612 -2.6220  0.37
48 H 0.1434 4.5912 -3.3040  0.29
49 H -1.9656 3.0922 -3.0370  0.20
50 H -1.9106 3.4612 -1.2970  0.29
51 H -0.7776 1.5332 -1.6930  0.10
52 C 2.3524 -0.2038 -1.5290  -0.67
53 O 1.9174 0.0732 -0.1940  -0.52
54 H 2.4044 -1.3028 -1.6660  0.36
55 H 3.3534 0.1972 -1.7880  0.28
56 H 1.6494 0.2372 -2.2250  0.08
57 H 1.8604 1.0242 -0.2030  0.27
58 C -1.5046 -3.4688 3.3070  -0.72
59 O -1.3176 -2.2958 2.4620  -0.56
60 H -0.7966 -3.2738 4.1470  0.27
61 H -1.1936 -4.4258 2.8330  0.27
62 H -2.5696 -3.5448 3.6640  0.26
63 H -0.3616 -2.1818 2.4410  0.07
64 C -1.4266 0.6522 0.3320  0.12
65 O -1.4606 0.1282 -0.9810  -0.49
66 H -2.4146 0.7302 0.7530  0.41
67 H -1.1006 1.6962 0.2600  0.13
68 H -0.7726 0.1122 1.1020  -0.39
69 H -1.4576 -0.8158 -0.8090  0.15

---

Energy ordering: P at the bottom, the next structure 6.831 eV above.